## P
This record from the OMol25 dataset describes a cluster of 2 separate species, C4H12NO3 in total. The level of theory is ωB97M-V with the def2-TZVPD basis set.

Summary:
Frontier orbital gap = 0.427 hartree
Spin multiplicity = 1
Total charge = +1

Geometry (Å):
O  0.3665  -1.3675  -1.4426
C  -0.2514  -0.1777  -1.3487
C  -0.2767  0.4043  0.0224
N  0.6467  -0.2865  0.9711
C  0.0275  -0.5641  2.3392
C  -0.6352  -1.9150  2.4204
O  -0.7808  0.3709  -2.2686
H  0.7311  -1.5377  -2.3030
H  -1.3221  0.3940  0.3479
H  -0.0784  1.4862  -0.0046
H  1.4678  0.2996  1.1243
H  1.0002  -1.1572  0.5805
H  0.8634  -0.5157  3.0376
H  -0.6867  0.2315  2.5155
H  -1.0166  -2.0310  3.4252
H  -1.4859  -1.9599  1.7267
H  -0.0124  -2.7181  2.0219
H  0.2389  3.2378  -1.7924
H  1.0284  3.8146  -0.5661
O  0.6677  3.0223  -0.9333

=====

## Q
This record from the OMol25 dataset describes a structure of composition C4H12NO3. The level of theory is ωB97M-V with the def2-TZVPD basis set.

Summary:
Frontier orbital gap = 0.444 hartree
Spin multiplicity = 1
Total charge = +1

Geometry (Å):
C  0.0569  -1.4731  1.6750
C  -1.0657  2.0266  -1.0083
C  0.9305  -0.7590  0.6503
C  -0.0700  -0.2968  -0.4718
N  0.2314  1.1398  -1.0551
O  1.4191  0.5666  1.0067
O  0.5861  -1.1298  -1.9303
O  -1.3175  -0.5974  -0.4203
H  0.6742  -2.0545  2.3091
H  -0.5914  -2.1009  1.2111
H  -0.3752  -0.8012  2.2911
H  -0.6746  2.8957  -1.3707
H  -1.8557  1.5330  -1.7486
H  -1.4684  2.0571  0.1065
H  1.8414  -1.1486  0.2377
H  0.9824  1.3782  -0.4485
H  0.6240  0.7859  -1.9770
H  1.5355  0.5275  1.9314
H  -0.1923  -1.1914  -2.3910
H  -1.6746  -0.5792  0.4742

=====

Which of them is the least stable? Correct choice: Q.

=====

## P
This record from the OMol25 dataset describes a cluster of 2 separate species, CH8NO in total. The level of theory is ωB97M-V with the def2-TZVPD basis set.

Summary:
Frontier orbital gap = 0.434 hartree
Spin multiplicity = 1
Total charge = +1

Geometry (Å):
N  1.7381  0.6577  0.0029
H  2.1774  0.3326  0.8628
H  0.8523  0.0972  -0.2347
H  2.3963  0.5794  -0.7717
H  1.5016  1.6422  0.1233
C  -1.7089  -0.3256  0.1756
O  -0.4773  -0.6864  -0.5044
H  -1.7158  -0.7397  1.1866
H  -2.5570  -0.6937  -0.3979
H  -1.7177  0.7682  0.2450
H  -0.4890  -1.6318  -0.6876

=====

## Q
This record from the OMol25 dataset describes a cluster of 2 separate species, CH8NO in total. The level of theory is ωB97M-V with the def2-TZVPD basis set.

Summary:
Frontier orbital gap = 0.400 hartree
Spin multiplicity = 1
Total charge = +1

Geometry (Å):
N  0.2868  -1.4889  1.2568
H  0.4849  -0.6576  0.6537
H  -0.3112  -2.1693  0.7611
H  0.1353  -1.7197  2.2452
H  1.2356  -1.8532  1.0173
C  -0.3825  1.2116  -1.3030
O  0.0053  0.9638  0.0212
H  -0.9810  0.3566  -1.6768
H  0.5009  1.4680  -1.9325
H  -0.9923  2.0811  -1.5344
H  0.0183  1.8075  0.4914

=====

Which of them is the least stable? Correct choice: Q.

=====

## P
This record from the OMol25 dataset describes the molecule C4H6N2O2. The level of theory is ωB97M-V with the def2-TZVPD basis set.

Summary:
Frontier orbital gap = 0.353 hartree
Spin multiplicity = 1
Structure (SMILES) = C=C1OCO/C1=N/N

Geometry (Å):
C  0.0194  -0.8601  1.5716
C  -0.2900  -0.5641  0.3161
O  -1.1782  -1.2987  -0.4112
C  -1.6505  -0.4434  -1.4463
O  -0.6832  0.6171  -1.6044
C  0.1245  0.5867  -0.5379
N  1.0122  1.4800  -0.4318
N  1.8100  1.3277  0.7137
H  0.7420  -0.3385  2.1394
H  -0.4348  -1.7399  2.0151
H  -2.6305  -0.0908  -1.1973
H  -1.6549  -1.0519  -2.3581
H  2.5922  1.9867  0.5865
H  2.2217  0.3892  0.6445

=====

## Q
This record from the OMol25 dataset describes the molecule C4H6N2O2. The level of theory is ωB97M-V with the def2-TZVPD basis set.

Summary:
Frontier orbital gap (spin up / spin down) = 0.328 / 0.328 hartree
Spin multiplicity = 1
Structure (SMILES) = O=CCC/C=N\N=O

Geometry (Å):
O  0.4431  0.6711  -2.9029
C  0.2407  0.7629  -1.7225
C  -0.5345  -0.2355  -0.9211
C  -0.2323  -0.1557  0.5598
C  1.2512  -0.2532  0.8853
N  2.1567  -0.6447  0.0874
N  2.9376  -0.4283  -0.8701
O  3.4071  -1.1825  -1.6218
H  0.3882  1.6143  -1.0376
H  -1.5778  -0.0299  -1.0427
H  -0.5599  -1.3321  -1.2593
H  -0.5986  0.8653  0.9628
H  -0.7140  -0.9899  1.1872
H  1.7263  -0.2477  1.9067

=====

Which of them is the least stable? Correct choice: Q.

=====

## P
This record from the OMol25 dataset describes the molecule C4H6N2O2. The level of theory is ωB97M-V with the def2-TZVPD basis set.

Summary:
Frontier orbital gap = 0.402 hartree
Spin multiplicity = 1
Structure (SMILES) = CC(C)(C#N)[N+](=O)[O-]

Geometry (Å):
C  0.8558  0.3969  1.2486
C  -0.0135  0.0303  -0.0091
C  0.4309  -0.3220  -1.3623
C  -0.8302  -1.5072  0.4569
N  -1.3539  -2.5120  0.4444
N  -1.1521  0.9835  -0.0979
O  -1.2412  1.6547  -1.1292
O  -1.7928  1.1214  0.9550
H  1.5906  1.2915  1.0374
H  0.2810  0.8324  2.1814
H  1.4619  -0.5181  1.3848
H  1.1634  -1.0882  -1.2509
H  0.9620  0.5105  -1.9727
H  -0.3619  -0.8736  -1.8864

=====

## Q
This record from the OMol25 dataset describes the molecule C4H6N2O2. The level of theory is ωB97M-V with the def2-TZVPD basis set.

Summary:
Frontier orbital gap = 0.288 hartree
Spin multiplicity = 1
Structure (SMILES) = C/C(O)=C(/N)OC#N

Geometry (Å):
C  -0.3707  1.3041  -0.8610
C  0.1709  0.3950  0.2183
O  1.2812  0.9003  0.9006
C  0.2131  -0.9935  0.0380
N  1.2424  -1.8344  0.1509
O  -1.0309  -1.5058  0.0471
C  -1.7312  -0.4243  0.6760
N  -2.7799  -0.0619  1.0418
H  -0.8805  2.1536  -0.4002
H  -1.1015  0.7950  -1.4867
H  0.4470  1.6772  -1.4867
H  1.2858  1.8605  0.8313
H  1.0848  -2.8288  0.2181
H  2.1696  -1.4371  0.1124

=====

Which of them is the least stable? Correct choice: P.

=====

## P
This record from the OMol25 dataset describes a structure of composition C4H6N2O2. The level of theory is ωB97M-V with the def2-TZVPD basis set.

Summary:
Frontier orbital gap = 0.384 hartree
Spin multiplicity = 1

Geometry (Å):
C  0.1447  -0.7165  -1.2160
C  0.8128  0.8879  0.5717
C  1.2223  -0.6289  0.6955
C  -0.5538  0.5505  -0.7210
N  0.9543  -1.3209  -0.4414
N  -1.8121  0.1235  0.0036
O  -2.7740  -0.0682  -0.6622
O  -1.8163  0.1448  1.2204
H  -0.1647  -1.3549  -2.1279
H  0.5337  1.2674  1.4874
H  1.4957  1.3642  -0.0789
H  2.2988  -0.6840  1.1444
H  0.4988  -0.8780  1.5534
H  -0.8403  1.3131  -1.4291

=====

## Q
This record from the OMol25 dataset describes the molecule C4H6N2O2. The level of theory is ωB97M-V with the def2-TZVPD basis set.

Summary:
Frontier orbital gap = 0.394 hartree
Spin multiplicity = 1
Structure (SMILES) = [H]/N=C/[C@H]1C[C@H]1[N+](=O)[O-]

Geometry (Å):
H  -2.9387  -0.7675  0.9142
N  -2.1096  -0.3215  0.6672
C  -1.0097  -0.7809  1.0247
C  0.2412  0.0568  0.8009
C  1.5122  -0.1058  0.1448
C  0.5183  0.9070  -0.4488
N  0.0229  0.4283  -1.6961
O  -0.2809  1.2228  -2.5575
O  -0.0319  -0.7624  -1.8705
H  -0.9767  -1.7319  1.7383
H  0.5167  0.6977  1.6296
H  2.3304  0.2341  0.6289
H  1.6197  -1.0368  -0.5364
H  0.5861  1.9603  -0.4394

=====

## R
This record from the OMol25 dataset describes the molecule C4H6N2O2. The level of theory is ωB97M-V with the def2-TZVPD basis set.

Summary:
Frontier orbital gap = 0.342 hartree
Spin multiplicity = 1
Structure (SMILES) = CC1=NOC(C)=NO1

Geometry (Å):
C  2.5998  -0.7986  0.6444
C  1.2046  -0.3455  0.3738
N  0.2153  -0.5454  1.2634
O  -1.1083  -0.2873  0.9200
C  -1.2091  0.3091  -0.2631
C  -2.5011  0.9185  -0.5895
N  -0.3583  0.2419  -1.2137
O  0.9351  -0.0884  -0.9908
H  2.7225  -0.7518  1.7746
H  2.8197  -1.8312  0.0865
H  3.2219  0.0382  0.1071
H  -3.3290  0.1357  -0.3600
H  -2.8326  1.8547  -0.1418
H  -2.3804  1.1500  -1.6109

=====

Which of them is the least stable? Correct choice: P.

=====

## P
This record from the OMol25 dataset describes a cluster of 2 separate species, C4H6N2O2 in total. The level of theory is ωB97M-V with the def2-TZVPD basis set.

Summary:
Frontier orbital gap (spin up / spin down) = 0.325 / 0.278 hartree
Spin multiplicity = 1

Geometry (Å):
C  -1.4099  1.4175  0.8603
C  0.7680  -1.5154  -0.7371
N  -0.9720  0.3283  0.0093
C  1.4995  0.5026  -0.8146
O  0.5226  1.2361  -0.8441
C  -0.2648  -0.7157  0.5402
O  2.6687  0.4214  -0.8204
N  -0.6864  -1.2409  1.5376
H  -2.4351  1.1926  1.1635
H  -0.7739  1.5640  1.7352
H  -1.4646  2.3084  0.2345
H  -0.0513  -2.2277  -0.8571
H  1.6028  -1.9746  -0.2212
H  0.9964  -1.2965  -1.7859

=====

## Q
This record from the OMol25 dataset describes the molecule C4H6N2O2. The level of theory is ωB97M-V with the def2-TZVPD basis set.

Summary:
Frontier orbital gap = 0.369 hartree
Spin multiplicity = 1
Structure (SMILES) = C=N/N=C(/C)OC=O

Geometry (Å):
C  -0.8973  0.9181  -2.4850
N  -0.5158  1.1567  -1.2935
N  0.6532  0.5543  -0.8989
C  0.6762  -0.3491  0.0124
C  1.7467  -1.1581  0.1963
O  -0.7255  -0.9588  0.5273
C  -1.0656  -0.0959  1.6867
O  0.0285  0.3145  2.1495
H  -1.8052  1.3124  -2.8049
H  -0.2412  -0.0390  -2.9111
H  1.4326  -2.2663  0.0886
H  2.0710  -1.1122  1.3467
H  2.6508  -0.9175  -0.2854
H  -2.2538  0.3102  2.0369

=====

## R
This record from the OMol25 dataset describes the molecule C4H6N2O2. The level of theory is ωB97M-V with the def2-TZVPD basis set.

Summary:
Frontier orbital gap = 0.357 hartree
Spin multiplicity = 1
Structure (SMILES) = O=C1NC=C[C@@H](O)N1

Geometry (Å):
O  -0.8051  -2.2888  1.3743
C  -0.5367  -1.3349  0.6835
N  -1.4989  -0.7020  -0.0812
C  -1.2590  0.4907  -0.7364
C  -0.0376  0.9970  -0.8411
C  1.1526  0.2991  -0.2323
O  1.9825  1.1672  0.4918
N  0.6985  -0.7771  0.6291
H  -2.4349  -1.0303  0.0286
H  -2.1278  0.9750  -1.1625
H  0.1674  1.9059  -1.3806
H  1.8195  -0.1029  -1.0153
H  1.4618  1.6905  1.1171
H  1.4178  -1.2895  1.1250

=====

## S
This record from the OMol25 dataset describes a structure of composition C4H6N2O2. The level of theory is ωB97M-V with the def2-TZVPD basis set.

Summary:
Frontier orbital gap = 0.332 hartree
Spin multiplicity = 1

Geometry (Å):
C  -1.4237  -0.8613  0.0481
C  0.5193  0.5422  -0.2872
C  1.9136  -0.1654  0.0276
C  0.1190  -0.8561  0.1818
H  -2.7124  0.9392  -0.6027
H  -0.5141  2.1551  0.7212
H  0.3875  0.4063  -1.2309
H  2.1666  -0.0562  1.2467
H  2.6889  0.1108  -0.5967
H  0.5413  -0.9560  1.1923
N  -1.7975  0.5591  -0.1012
N  -0.7617  1.3927  -0.1221
O  -2.3662  -1.6890  -0.0884
O  1.2396  -1.5213  -0.3885

=====

Which of them is the least stable? Correct choice: S.